Formula: C26H24ClMoN6O8
Source: the Open Molecules 2025 dataset
Level of theory: the ωB97M-V functional and the def2-TZVPD basis

Last column: Mulliken charge in e.
Cartesian coordinates (Å):
Mo: -0.336360 -0.150953 1.290113  0.64
Cl: 4.000795 2.687895 -5.924062  -0.23
O: 1.635823 0.133100 1.332012  -0.50
O: 0.150662 -1.812258 0.400490  -0.18
O: 0.352231 -4.371339 5.749112  -0.51
O: -0.519823 0.752962 2.975414  -0.36
O: -0.619168 0.804513 5.224890  -0.60
O: 2.583981 1.644112 -0.051382  -0.53
O: 0.866529 -3.941966 0.408958  -0.63
O: 4.500795 -0.329380 -0.900592  -0.52
N: -0.413690 1.471562 0.128146  -0.41
N: 0.410707 5.252561 -2.464223  -0.37
N: -0.048001 3.561628 -1.017461  -0.56
N: -0.707123 3.397493 -3.235336  -0.37
N: -2.039863 -0.399927 1.040204  -0.03
N: -0.043190 -1.596432 2.790281  0.52
C: 3.168862 0.795123 -4.163134  -1.03
C: -0.171005 -1.254308 4.072913  0.52
C: 5.257214 1.862750 -3.664395  -0.61
C: -3.879418 -1.490211 -0.045624  0.85
C: 2.105827 -0.915787 -2.710667  -1.28
C: 0.439239 -3.830848 3.409538  -0.57
C: -4.154795 0.707790 1.031006  0.84
C: 4.153594 1.714043 -4.480108  0.06
C: 4.277544 0.289229 -2.102273  0.46
C: -3.561210 1.859542 1.786583  -1.10
C: -5.475518 0.707455 0.626009  -0.88
C: -6.006912 -0.362231 -0.082009  -0.69
C: 3.566227 -0.551058 0.148219  -0.66
C: -5.207869 -1.445103 -0.422317  -0.85
C: 0.472196 -2.958484 0.965313  0.12
C: 2.534250 0.544675 0.449538  0.69
C: -0.036747 -2.160977 5.091491  -0.70
C: -0.099010 4.047900 -2.244916  0.68
C: -0.214011 2.446396 -0.494614  0.66
C: 5.311719 1.136075 -2.492889  -0.55
C: -0.460654 0.234055 4.188962  0.13
C: -3.343062 -0.409129 0.696777  0.16
C: 3.208399 0.067311 -2.976254  1.31
C: 0.280795 -2.848041 2.465740  0.15
C: -2.994967 -2.650435 -0.394390  -1.11
C: 0.254538 -3.493765 4.759930  0.94
H: 1.344067 -0.476849 -2.065119  0.09
H: 6.057492 2.542183 -3.919339  0.44
H: 6.166530 1.226407 -1.837844  0.45
H: -1.059163 2.473536 -3.056905  0.21
H: -2.824573 2.376234 1.169030  0.13
H: 2.361853 0.609145 -4.860304  0.44
H: 0.546729 -5.265858 5.444526  0.33
H: -2.034726 -2.298430 -0.773951  0.09
H: -4.332895 2.569886 2.073234  0.44
H: -5.627334 -2.264396 -0.990905  0.42
H: 1.617041 -1.197246 -3.642277  0.52
H: -0.510027 3.634570 -4.197894  0.25
H: -6.099487 1.557183 0.869506  0.42
H: 0.716509 -4.831426 3.103426  0.52
H: -3.050656 1.507425 2.682881  0.17
H: -3.462027 -3.285291 -1.143577  0.45
H: -0.146481 -1.867784 6.125838  0.60
H: 0.867729 5.743367 -1.715097  0.24
H: 3.043561 -1.506183 0.036826  0.35
H: 4.190605 -0.617819 1.042805  0.38
H: -7.047412 -0.346272 -0.376044  0.42
H: 0.403523 5.651267 -3.387455  0.20
H: -2.800150 -3.256109 0.494172  0.25
H: 2.479760 -1.823077 -2.240526  0.30

Cartesian forces (eV/Å) of the 2 atoms listed first:
-1.372 -0.962 0.311
0.002 -0.145 0.089

The total charge is +1. Its energy above the lowest of the compared OMol25 structures with the same formula, charge and spin is 29.3 kJ/mol. As for the HOMO energy: -10.26 eV.

---

Formula: CH6N3OS
Source: the Open Molecules 2025 dataset
Level of theory: the ωB97M-V functional and the def2-TZVPD basis

Last column: Mulliken charge in e.
Cartesian coordinates (Å):
S: -0.528755 0.044324 1.950677  0.25
O: -1.203792 0.084374 0.250841  -0.32
N: 0.644824 1.197482 1.430324  -0.23
N: -0.231077 0.114255 -1.823301  -0.34
N: 0.927588 0.867451 0.169699  -0.12
C: -0.247662 0.442128 -0.527881  0.73
H: 1.796139 1.080283 -0.221000  0.21
H: 0.700550 0.143143 -2.212359  0.23
H: 0.503302 2.160477 1.626298  0.28
H: -0.960873 -0.357655 -2.429049  0.29
H: -0.451414 -3.107129 0.665733  0.16
H: -0.948829 -2.669134 1.120017  -0.15

Cartesian forces (eV/Å) of the 2 atoms listed first:
1.161 1.795 -1.118
-0.155 0.714 0.305

The total charge is +1. Its energy above the lowest of the compared OMol25 structures with the same formula, charge and spin is 295.9 kJ/mol. As for the HOMO energy: -14.23 eV.

---

Formula: CH3O3PS
Source: the Open Molecules 2025 dataset
Level of theory: the ωB97M-V functional and the def2-TZVPD basis

Last column: Mulliken charge in e.
Cartesian coordinates (Å):
S: -1.294969 -2.288137 -0.215843  0.46
P: 0.159984 -0.914790 -0.968647  0.17
O: -0.898511 -2.870529 1.032074  -0.45
O: -1.348730 -0.619526 -0.193333  -0.25
O: 1.405315 0.894690 0.943565  -0.34
C: 0.929877 1.946752 0.681479  -0.03
H: 1.399689 2.879026 1.113621  0.25
H: -0.461306 -1.012753 -2.323793  0.06
H: 0.108649 1.985267 -0.069124  0.13

Cartesian forces (eV/Å) of the 2 atoms listed first:
-0.116 0.534 -1.040
-1.087 -0.381 -1.334

The total charge is 0. Its energy above the lowest of the compared OMol25 structures with the same formula, charge and spin is 326.7 kJ/mol. As for the HOMO energy: -9.44 eV.

---

Formula: C44H58ClIN4O4Re
Source: the Open Molecules 2025 dataset
Level of theory: the ωB97M-V functional and the def2-TZVPD basis

Last column: Mulliken charge in e.
Cartesian coordinates (Å):
Re: -1.264614 0.859953 -0.808271  1.88
I: -2.608523 5.636125 -1.530569  0.02
Cl: 1.555597 7.184644 2.027136  -0.28
O: 0.665845 0.313646 -0.970482  -0.31
O: -1.753517 0.538280 1.110903  0.41
O: -0.757774 0.876345 -5.118938  -0.65
O: -1.458120 2.861050 -0.633742  -0.32
N: -3.558658 0.713643 -1.153534  0.18
N: 0.499696 2.206049 1.148142  1.17
N: -1.448392 -1.312977 -0.963844  0.41
N: -1.151107 1.138250 -2.787093  -0.56
C: -1.288957 2.330953 3.638996  -1.36
C: 2.823935 -0.635254 -3.779175  0.10
C: 1.595864 -2.194980 -6.748233  -1.61
C: -4.387085 0.914122 0.043517  -1.38
C: -1.059061 -1.221091 4.245033  -0.46
C: 2.137086 -1.696802 -4.363638  -0.59
C: 2.374217 0.063347 -2.659163  -0.74
C: -1.507777 -0.206219 3.408646  0.34
C: -3.544537 1.280303 3.660041  -1.71
C: -1.400165 -0.423736 2.001463  -0.17
C: 0.441302 -1.383454 -2.666778  0.12
C: 3.978322 -1.913104 -6.097847  -2.19
C: -3.986820 1.693026 -2.181632  -1.03
C: 2.378244 2.530844 -2.107355  -1.70
C: 3.203529 1.231156 -2.094642  2.37
C: 1.143570 -0.324737 -2.084390  0.28
C: -2.888111 -1.633655 -0.833745  -0.77
C: 0.278479 3.517902 0.907312  0.34
C: -0.519036 -2.643936 2.446121  -0.54
C: 1.186400 -2.922194 5.528652  -1.57
C: -0.654800 -1.993851 0.098894  -1.62
C: 2.739256 -3.926901 -5.341219  -1.67
C: 4.465482 1.505806 -2.913666  -2.57
C: 1.381825 1.864663 2.046630  -0.79
C: -0.918439 -1.652131 1.547972  0.51
C: -0.947897 -1.809964 -2.262040  -1.94
C: 0.942388 -2.053715 -3.774923  -0.65
C: 1.964975 4.136211 2.509645  -1.18
C: -0.940838 1.007116 -3.958700  0.64
C: -0.324155 6.182079 0.392904  -0.29
C: 2.150182 2.809171 2.760750  -1.47
C: 2.617926 -2.421341 -5.622284  2.10
C: -0.056885 -3.481949 4.820949  1.86
C: -0.558840 -2.449620 3.808022  -0.61
C: 0.993533 4.542161 1.565709  0.13
C: -1.047134 5.148417 -0.234291  0.14
C: -1.143843 -3.775608 5.866203  -1.62
C: 3.658969 0.874924 -0.673964  -1.34
C: -3.721051 -0.668995 -1.645980  -1.26
C: -2.043559 1.003579 5.583995  -2.56
C: 0.323377 -4.801372 4.146690  -2.11
C: -2.078769 1.079333 4.055752  2.53
C: -0.763258 3.814975 -0.025167  -0.13
C: 0.675760 5.888131 1.265866  0.48
H: 2.940252 3.336179 -1.621333  0.50
H: -4.769478 -0.972004 -1.584561  0.52
H: -4.060507 0.258433 0.835467  0.46
H: 1.567618 -3.642063 6.260664  0.44
H: -0.564381 7.215126 0.179883  0.45
H: 4.193886 1.717407 -0.221967  0.48
H: 0.957317 -1.990757 6.054031  0.31
H: 1.507892 0.798817 2.226833  0.48
H: 0.627151 -2.637738 -6.500653  0.33
H: 5.141173 0.645900 -2.929046  0.44
H: 2.807930 0.627573 -0.045936  0.00
H: 4.230144 1.787574 -3.943876  0.45
H: 2.168919 2.831901 -3.138937  0.33
H: -1.393208 -2.890615 6.456979  0.32
H: 3.755909 -0.325686 -4.225477  0.71
H: 1.948624 -2.648923 -7.679899  0.45
H: -0.816994 -3.068161 -0.029244  0.76
H: -5.050822 1.562883 -2.398247  0.41
H: -1.639713 -1.478906 -3.034979  0.56
H: 1.146220 -4.671200 3.438723  0.38
H: -3.435237 -0.686783 -2.696672  0.47
H: -0.800438 -4.550827 6.558233  0.46
H: -1.097656 -1.054013 5.312813  0.46
H: 4.749340 -2.047640 -5.333399  0.39
H: 0.346950 -2.862339 -4.197056  0.54
H: 2.543711 4.887722 3.029965  0.49
H: -1.400450 2.525604 2.573983  -0.21
H: -3.144339 -1.564709 0.221705  0.35
H: -3.076535 -2.660638 -1.157802  0.51
H: 1.439523 -1.126682 -6.917608  0.37
H: 4.282868 -2.475134 -6.983976  0.46
H: -1.020130 0.942216 5.965933  0.43
H: -0.225312 2.219163 3.862239  0.26
H: -4.290360 1.945543 0.377826  0.28
H: -4.146975 0.397769 3.901691  0.35
H: -0.995078 -2.903737 -2.231496  0.70
H: -3.409463 1.561289 -3.086497  0.35
H: 3.105966 -4.449812 -6.229916  0.47
H: -5.434883 0.709860 -0.197434  0.43
H: -2.058904 -4.128018 5.381861  0.35
H: 0.385822 -1.791721 -0.134600  0.65
H: 5.001718 2.340772 -2.455903  0.47
H: 1.774755 -4.364411 -5.069583  0.30
H: 1.429915 2.417186 -1.588984  0.17
H: 1.978615 -2.714715 4.804092  0.33
H: 4.332515 0.012072 -0.702008  0.35
H: 3.941225 -0.854933 -6.372520  0.39
H: -0.526896 -5.237719 3.614767  0.39
H: -2.615005 0.153706 5.970085  0.47
H: -2.491637 1.915089 5.986598  0.47
H: 0.648717 -5.517330 4.904445  0.43
H: -0.150813 -3.579947 2.035175  0.54
H: -3.614257 1.485715 2.603269  0.02
H: 2.877407 2.475385 3.489534  0.53
H: 3.437731 -4.110835 -4.520267  0.36
H: -3.810326 2.700234 -1.804961  0.12
H: -3.959523 2.139181 4.197575  0.49
H: -1.664476 3.199055 4.189880  0.59

Cartesian forces (eV/Å) of the 2 atoms listed first:
0.165 -0.323 0.218
0.091 0.031 0.057

The total charge is 0. Its energy above the lowest of the compared OMol25 structures with the same formula, charge and spin is 0.0 kJ/mol. As for the multiplicity: 4. As for the HOMO energy (spin up / spin down): -7.50 / -7.79 eV.